[1]
This record from OMol25 describes 11 unconnected molecules or ions with the total composition C49H119NO21. The level of theory is ωB97M-V/def2-TZVPD.

Geometry as XYZ:
```
190
Properties=species:S:1:pos:R:3:forces:R:3
C -4.1730 -1.8931 3.1416 0.5 -1.0 0.1
C -2.8475 -2.4766 2.5338 0.9 -0.4 -0.1
C -3.0731 -3.2051 1.1655 0.1 1.0 -0.4
C -1.7559 -1.2397 2.3764 -0.3 -2.3 -0.2
C -0.2683 -1.7117 2.3022 -2.0 -0.5 -0.8
C 0.0864 -2.6087 3.4451 -0.3 -0.4 0.7
C -0.8912 -3.7674 3.8879 -1.4 1.0 0.8
C -0.3826 -5.1425 3.4562 0.3 0.3 -0.6
C -0.9889 -3.8217 5.4609 0.5 0.8 -1.3
N -2.3199 -3.5574 3.4247 3.5 4.4 0.0
O -3.0916 -4.5954 3.7343 -1.6 -1.7 0.2
H -4.9276 -2.6708 3.0235 -0.2 0.1 0.0
H -4.0465 -1.7481 4.2144 0.2 0.0 0.0
H -4.5707 -0.9591 2.7445 0.4 0.0 -0.5
H -3.7498 -2.6724 0.4973 -0.1 0.2 -0.1
H -2.1235 -3.2948 0.6379 0.2 0.2 0.0
H -3.4494 -4.2280 1.1810 -0.2 0.1 0.8
H -2.0353 -0.8297 1.4058 0.0 0.5 0.2
H -1.8668 -0.5140 3.1821 -0.3 0.0 0.0
H -0.1563 -2.2925 1.3866 0.1 0.2 -0.4
H 0.4374 -0.8812 2.2804 -0.1 0.1 -0.2
H 0.2362 -1.9211 4.2775 0.1 -0.3 0.5
H 1.0452 -3.0331 3.1473 0.2 -0.3 0.6
H 0.4907 -5.4385 4.0374 0.1 0.1 0.0
H -0.1104 -5.1415 2.4007 0.1 -0.1 -0.1
H -1.1176 -5.9312 3.6167 0.1 -0.1 0.1
H 0.0260 -3.6369 5.8130 0.1 -0.7 0.5
H -1.4583 -4.7709 5.7190 0.3 0.2 0.5
H -1.5691 -2.9740 5.8256 -0.2 -0.1 -0.1
H -2.5959 -5.2949 3.3022 -0.8 -0.9 -0.2
C 2.8908 -2.6069 -4.1078 1.0 -0.2 -0.8
O 3.9019 -1.6384 -3.9375 0.2 1.1 -0.4
C 4.0714 -0.7025 -4.9836 -0.2 -0.5 -1.3
C 4.7658 -1.2513 -6.3152 -1.4 0.9 1.3
O 3.9801 -2.1784 -7.0956 0.7 0.0 0.9
C 2.6662 -1.8129 -7.5250 1.5 -0.3 -0.7
H 3.2366 -3.3061 -4.8692 0.1 -0.7 0.3
H 1.9879 -2.2250 -4.5842 -0.5 0.5 0.8
H 2.8083 -3.0280 -3.1058 -0.6 -0.3 -0.4
H 4.5391 0.1751 -4.5372 0.8 -0.3 -0.2
H 3.1500 -0.2516 -5.3522 -0.8 -0.3 0.3
H 5.7019 -1.6808 -5.9585 -0.1 -0.6 -0.7
H 4.9504 -0.3798 -6.9432 0.3 0.2 0.0
H 2.0155 -1.6101 -6.6744 -0.3 -0.1 -0.5
H 2.4186 -2.6218 -8.2125 -0.7 -0.6 0.8
H 2.6883 -1.0424 -8.2957 0.1 1.1 0.6
C 2.6303 -6.5435 2.0612 1.3 0.3 -1.5
O 1.7097 -6.8545 1.0322 -0.4 0.1 -0.6
C 1.9408 -6.3137 -0.2814 -1.5 0.2 0.1
C 0.7419 -6.6941 -1.1750 0.7 -1.4 0.7
O 1.0269 -6.2890 -2.4829 0.8 0.4 -0.1
C 0.5374 -5.0116 -2.7901 -1.6 -0.3 -0.6
H 2.7239 -5.4869 2.3119 -0.9 0.3 0.3
H 3.6094 -6.6930 1.6061 0.6 -0.6 0.4
H 2.5009 -7.1769 2.9388 -0.3 0.1 -0.3
H 2.8005 -6.6114 -0.8817 0.6 -0.6 0.8
H 1.9618 -5.2239 -0.2892 0.1 0.4 0.5
H -0.2167 -6.4270 -0.7304 -0.2 0.9 -0.3
H 0.6463 -7.7778 -1.2426 0.4 -0.2 0.2
H 0.7763 -4.1857 -2.1201 0.3 -0.2 0.3
H -0.5347 -5.2081 -2.7899 -0.5 1.0 0.1
H 0.7700 -4.7195 -3.8141 0.5 -0.2 0.1
C -0.7561 -2.0477 -6.3322 -1.5 -1.2 0.2
O -0.8783 -1.1652 -5.2283 0.0 1.6 -0.8
C -1.8548 -0.1093 -5.5823 1.3 -0.4 -0.8
C -1.9944 0.9475 -4.5300 -0.5 0.6 -0.1
O -3.0127 1.9065 -5.0551 1.3 -1.2 1.2
C -2.6407 3.2930 -4.9007 -0.4 -1.1 -0.8
H -0.3118 -3.0149 -6.0971 0.5 0.3 0.8
H -0.2847 -1.7531 -7.2698 0.1 0.9 0.2
H -1.7885 -2.3357 -6.5301 -0.2 -0.1 -0.8
H -2.8006 -0.6037 -5.8038 -0.3 0.1 0.3
H -1.5861 0.4560 -6.4747 0.4 -0.5 -0.5
H -1.1111 1.5430 -4.2990 0.4 -0.3 -0.4
H -2.1748 0.3485 -3.6374 -1.0 0.9 0.7
H -1.7517 3.5633 -5.4705 0.5 -0.3 0.1
H -2.4958 3.5525 -3.8520 -0.3 0.2 0.0
H -3.4406 3.7889 -5.4507 -0.2 0.4 0.7
C -4.3553 -1.1008 -2.3021 0.3 -1.7 -0.7
O -5.3304 -2.0605 -1.8554 0.6 1.6 0.1
C -6.5248 -1.3314 -1.7053 -0.1 0.1 0.6
C -7.4560 -2.1714 -0.9058 -0.3 -0.5 -0.1
O -8.7451 -1.7891 -1.2385 0.1 1.4 0.0
C -9.6986 -2.7347 -0.9593 -0.7 -0.6 -1.5
H -4.5732 -0.8670 -3.3442 -0.3 0.7 0.0
H -3.4087 -1.6327 -2.3982 0.2 0.1 0.6
H -4.3020 -0.2313 -1.6470 0.1 0.0 -0.1
H -6.9652 -1.0372 -2.6580 -0.1 -0.3 -0.3
H -6.4083 -0.4076 -1.1387 0.6 0.4 0.0
H -7.3429 -2.0571 0.1723 0.5 -0.1 0.2
H -7.2618 -3.2026 -1.2007 -0.1 -0.4 0.1
H -9.3920 -3.6147 -1.5248 -0.2 -0.8 0.3
H -10.5688 -2.3679 -1.5036 -0.5 -0.2 0.6
H -9.8746 -2.9760 0.0890 0.0 0.2 0.1
C 2.2578 4.8602 1.0108 0.8 2.3 0.5
O 3.6588 4.7773 1.1540 2.1 0.9 1.0
C 4.4570 5.9922 1.5991 0.5 -2.6 -0.9
C 6.0268 5.5517 1.6122 -1.9 0.5 -1.4
O 6.5441 5.1388 0.3189 0.1 0.7 1.0
C 5.7077 4.3728 -0.5470 0.4 0.4 0.9
H 1.8924 5.2675 1.9535 -0.8 -0.9 0.3
H 1.8694 3.9154 0.6305 0.0 0.1 0.4
H 2.0643 5.6958 0.3383 -0.4 -0.2 -0.8
H 4.1455 6.3908 2.5647 -0.1 -0.5 0.3
H 4.3214 6.8266 0.9110 0.0 -0.2 -0.5
H 6.3121 4.8047 2.3529 -0.6 -0.2 0.1
H 6.5312 6.4774 1.8892 0.3 0.0 -0.2
H 5.3148 3.5154 -0.0006 -0.2 0.0 -0.3
H 6.3589 4.0372 -1.3541 -0.1 0.2 -0.1
H 4.9068 5.0386 -0.8687 -0.1 -0.5 -0.5
C 1.0756 -0.9598 -1.9725 0.2 1.3 -0.7
O 0.6789 -0.1251 -0.8793 0.5 -3.3 0.6
C 0.4710 1.2066 -1.1214 -1.7 0.3 -0.5
C -0.7469 1.6304 -0.2345 0.1 0.7 -0.9
O -1.9987 1.7557 -0.9908 1.2 0.9 0.5
C -3.1713 2.0357 -0.1668 1.0 -2.0 -1.3
H 1.4465 -0.3010 -2.7577 0.2 0.0 -0.2
H 0.2600 -1.5165 -2.4340 -0.4 -0.1 0.4
H 1.9101 -1.6317 -1.7715 -0.1 0.1 0.7
H 0.1787 1.2979 -2.1675 -0.1 0.6 -0.2
H 1.4204 1.7247 -0.9856 -0.3 0.6 0.3
H -0.4820 2.6022 0.1821 -0.3 0.2 0.3
H -0.8647 0.8911 0.5578 0.0 0.0 0.1
H -3.4729 1.0041 0.0144 -0.6 0.1 1.1
H -3.9365 2.4220 -0.8402 0.2 0.6 0.2
H -2.9968 2.5987 0.7501 0.1 0.2 -0.2
C 5.5261 -3.4832 -0.5747 -0.6 0.5 0.4
O 4.4992 -2.5181 -0.1787 2.2 -0.4 -1.6
C 3.8025 -2.8275 0.9980 0.1 1.7 -0.1
C 4.3607 -1.9420 2.1474 1.2 -0.6 -1.1
O 5.5663 -2.5371 2.5479 0.3 -2.0 0.6
C 6.2023 -1.9520 3.6262 0.8 0.4 0.5
H 5.9778 -3.2744 -1.5445 -0.9 0.4 -0.3
H 5.0187 -4.4475 -0.6000 0.4 -0.3 0.0
H 6.4211 -3.4889 0.0475 -0.4 -0.1 0.8
H 3.8512 -3.9090 1.1247 -0.3 0.1 0.7
H 2.8245 -2.4374 0.7164 -0.6 -0.5 0.7
H 3.7039 -1.7441 2.9945 -0.3 -0.1 0.0
H 4.8100 -1.0522 1.7063 -1.5 0.9 -0.4
H 6.8693 -2.6721 4.1001 -0.3 -0.3 0.1
H 5.5124 -1.5334 4.3589 -0.2 -0.1 0.2
H 6.8846 -1.1517 3.3396 -0.1 0.5 -0.4
C 4.9229 3.8392 -5.7640 0.2 -0.9 0.1
O 3.7251 4.1073 -5.0936 -1.7 0.0 0.3
C 3.0829 2.9897 -4.3892 2.3 1.6 1.1
C 3.7928 2.8341 -3.0069 0.1 -1.2 -0.4
O 3.2531 1.6246 -2.4446 1.3 -0.2 0.5
C 4.1916 1.0809 -1.4804 -0.6 1.2 0.8
H 5.2619 4.6499 -6.4090 -0.4 0.5 0.5
H 4.8130 3.0047 -6.4566 0.0 -0.5 0.0
H 5.6947 3.6102 -5.0292 0.4 -0.1 -0.2
H 3.1211 2.0743 -4.9796 -0.1 0.0 0.1
H 2.0811 3.2776 -4.0705 -0.2 0.1 -0.9
H 3.7217 3.7236 -2.3809 -1.1 0.1 0.2
H 4.8776 2.7328 -2.9764 0.3 -0.3 -1.0
H 5.2371 1.0581 -1.7878 -0.1 -0.6 -0.9
H 3.8657 0.1522 -1.0119 -0.2 -0.1 -0.7
H 4.2695 1.8081 -0.6721 -0.3 0.1 0.4
C -6.0912 3.4151 2.7111 2.8 -0.4 -0.4
O -5.9815 4.0869 3.9136 -2.5 1.9 1.4
C -7.1892 4.8124 4.2366 0.9 0.5 2.7
C -7.0661 5.3578 5.7845 -0.4 -2.6 -2.8
O -6.8526 4.1359 6.5165 1.0 1.4 1.0
C -6.2171 4.4364 7.7878 -1.1 0.2 -0.6
H -6.8944 2.6953 2.5533 -0.2 0.2 0.3
H -5.1151 2.9419 2.8184 -0.2 -1.3 -0.9
H -5.8731 4.0693 1.8670 -0.9 0.3 -0.4
H -8.0443 4.1365 4.2323 0.0 -0.1 -0.1
H -7.3902 5.6655 3.5885 0.2 0.0 -0.3
H -8.0338 5.7767 6.0605 0.0 0.3 0.1
H -6.2709 6.1011 5.8418 0.2 -0.2 0.3
H -6.3612 3.5924 8.4624 0.2 0.0 -0.2
H -6.7253 5.3005 8.2158 -0.2 0.1 0.3
H -5.1767 4.7499 7.7012 0.2 -0.4 -0.3
C 3.5183 4.2494 4.4398 0.4 0.7 -0.3
O 2.1962 4.7368 4.3039 0.5 0.5 -0.5
C 1.1949 3.8060 4.5927 -0.8 0.7 2.1
C -0.1967 4.5709 4.7164 1.1 -0.5 -2.9
O -1.0673 3.8048 3.8716 -1.4 -1.0 0.9
C -2.5144 3.9787 3.9446 1.6 1.3 -0.7
H 4.1451 5.1391 4.4996 0.0 0.0 0.3
H 3.9077 3.7426 3.5569 -0.5 -0.4 -0.2
H 3.6910 3.6359 5.3241 -0.3 -0.1 0.2
H 1.4552 3.4711 5.5968 -0.2 -0.8 0.2
H 1.1807 2.9632 3.9016 -0.4 0.1 -0.2
H -0.0022 5.4740 4.1378 0.0 0.6 0.3
H -0.5594 4.8906 5.6933 0.0 -0.8 0.2
H -2.9312 3.9105 4.9494 0.0 -0.3 -0.1
H -2.9745 3.3305 3.1987 0.2 -0.5 0.5
H -2.7032 4.9705 3.5339 -0.3 0.4 0.3
```
Forces are in eV/Å.

Output
- gap between HOMO and LUMO (hartree) = 0.27728
- relative energy (zero: lowest compared OMol25 entry of this formula, charge and spin) (kcal per mole) = 171.5
- M (g/mol) = 1058.48
- E_tot (hartree) = -3572.3599
- LUMO energy (eV) = 0.47
- SMILES = CC1(C)CCCC(C)(C)N1O.COCCOC.COCCOC.COCCOC.COCCOC.COCCOC.COCCOC.COCCOC.COCCOC.COCCOC.COCCOC
- net charge = 0

***

[2]
This record from OMol25 describes 11 unconnected molecules or ions with the total composition C49H121Br3N9O5. The level of theory is ωB97M-V/def2-TZVPD.

Geometry as XYZ:
```
187
Properties=species:S:1:pos:R:3:forces:R:3
C -0.7242 0.9441 6.8374 0.3 0.7 0.2
C -1.8535 1.9793 6.8764 0.0 -1.5 -0.1
N -3.0647 1.3808 6.2863 -1.2 -0.2 -1.7
C -4.2049 1.0274 6.9671 0.0 0.8 0.4
C -5.1937 0.8355 6.0564 -0.2 -1.5 0.9
N -4.6186 0.8423 4.8231 1.5 1.0 -0.3
C -3.3470 1.2488 4.9627 0.5 -0.2 0.7
C -5.2863 0.4898 3.5861 -1.2 0.1 -0.6
H -0.6131 0.6004 5.8111 0.3 0.0 -0.1
H -0.8135 0.0702 7.4809 -0.5 0.1 0.1
H 0.1700 1.4677 7.1813 0.2 -0.2 -0.3
H -1.5764 2.8420 6.2774 -0.1 0.2 0.2
H -2.1363 2.2505 7.8901 0.2 0.3 0.0
H -4.1667 0.9630 8.0427 -0.4 0.2 0.0
H -6.2096 0.5052 6.2022 0.0 0.1 0.0
H -2.6228 1.4061 4.1717 -0.3 0.2 -0.2
H -6.2688 0.9631 3.6043 0.0 0.0 0.0
H -5.4756 -0.5805 3.4990 0.3 -0.1 0.3
H -4.8045 0.8362 2.6731 0.6 0.2 0.4
C 1.8475 1.0802 3.8019 0.5 0.6 -0.4
C 2.8784 1.0477 2.6560 -0.9 0.2 1.1
C 2.4066 0.3292 1.4206 1.4 -0.2 -1.0
C 1.4683 1.1663 0.6109 -1.1 1.9 -0.7
N 0.7451 0.5262 -0.5501 -0.2 -1.3 -0.2
C 0.0812 1.6272 -1.3663 0.0 0.2 1.0
C -1.1019 0.9986 -2.0718 0.1 0.5 -0.3
C -1.4242 -0.2864 -1.2853 0.8 -0.9 -1.4
C -0.4351 -0.3578 -0.1346 -0.4 1.7 0.7
C 1.6433 -0.3464 -1.3787 0.1 0.3 0.3
H 1.6410 0.0834 4.1907 0.2 0.0 0.3
H 0.8929 1.5308 3.5217 0.1 0.0 -0.2
H 2.3168 1.7550 4.5232 -0.5 -0.4 0.6
H 3.7907 0.6087 3.0618 0.1 -0.3 -0.2
H 3.1613 2.0803 2.4332 -0.2 0.0 -0.3
H 2.0566 -0.6934 1.5934 -0.2 0.1 0.3
H 3.3391 0.2301 0.8469 -0.2 -0.4 -0.3
H 1.8899 2.0794 0.1630 1.1 -0.4 -0.1
H 0.7111 1.7346 1.1677 -0.4 -0.9 0.4
H 0.8221 2.1007 -2.0055 0.1 0.0 0.1
H -0.2584 2.3100 -0.5843 -0.1 0.3 -0.3
H -0.8250 0.9221 -3.1268 -0.2 -0.8 0.0
H -1.9762 1.6506 -2.0731 0.2 0.3 0.3
H -1.2378 -1.1496 -1.9329 -0.6 -0.1 0.0
H -2.4528 -0.2345 -0.9361 0.1 -0.3 0.2
H -0.0956 -1.3364 0.2275 -0.1 0.2 -0.3
H -0.9504 0.2571 0.6072 0.4 -0.2 0.7
H 1.0426 -0.8055 -2.1597 0.1 0.1 -0.1
H 2.0375 -1.1480 -0.7563 -0.1 0.0 0.1
H 2.4669 0.2433 -1.7767 -0.1 0.1 -0.1
C -2.7381 -3.5740 -7.8636 0.2 -0.6 -0.1
C -3.3663 -2.5023 -8.7611 0.0 -0.3 0.8
C -4.3512 -1.5992 -8.0065 0.7 0.4 -0.6
C -3.6557 -0.7891 -6.9053 -1.3 -1.3 1.3
N -4.6490 -0.4433 -5.7692 0.1 2.6 0.0
C -3.8702 0.2011 -4.6415 1.0 -1.0 0.0
C -4.7735 0.1944 -3.4591 -0.6 1.0 -0.1
C -5.3362 -1.2219 -3.5217 0.2 0.4 -0.1
C -5.3438 -1.5804 -5.0279 0.1 -0.1 -1.0
C -5.6511 0.5643 -6.3619 0.4 -1.4 0.3
H -3.3705 -3.9114 -7.0344 -0.3 0.2 -0.1
H -1.7695 -3.3312 -7.4216 0.1 0.2 -0.2
H -2.6134 -4.4585 -8.4890 0.4 -0.1 0.2
H -3.8829 -3.0516 -9.5457 -0.2 0.4 -0.1
H -2.6014 -1.8900 -9.2390 0.0 -0.1 0.0
H -5.1906 -2.1873 -7.6338 0.1 0.0 0.1
H -4.7311 -0.8927 -8.7468 -0.3 0.0 0.1
H -3.2305 0.1291 -7.3001 0.0 0.1 0.3
H -2.9491 -1.3315 -6.2759 0.5 -0.3 -0.8
H -3.3464 1.1080 -4.9328 -0.3 0.1 -0.2
H -3.1351 -0.5650 -4.3635 0.4 0.2 -0.4
H -5.5188 0.9832 -3.5855 -0.2 -0.2 0.3
H -4.2292 0.3892 -2.5369 0.0 0.0 0.0
H -6.3019 -1.2525 -3.0235 -0.1 -0.4 -0.3
H -4.6106 -1.8240 -2.9735 -0.2 -0.4 -0.2
H -6.3229 -1.6884 -5.4901 -0.1 0.0 0.3
H -4.7592 -2.4520 -5.3247 -0.1 -0.2 0.5
H -6.1682 -0.0258 -7.1140 -0.3 0.3 0.0
H -5.0898 1.3613 -6.8393 -0.1 0.1 0.2
H -6.3344 0.8974 -5.5877 0.0 0.1 -0.1
C -2.4026 -4.5031 3.4481 1.0 -0.6 0.7
N -1.3007 -3.5993 3.9587 -0.7 0.2 0.6
C -1.2092 -2.3464 3.0605 -0.3 -1.5 1.5
C -1.7216 -3.2690 5.3659 0.9 1.0 0.3
C 0.0064 -4.3807 4.0254 -0.1 -0.6 -1.9
C 1.3213 -3.5891 4.1148 -0.3 0.7 1.4
O 1.2412 -2.5807 5.1597 -0.3 -0.1 -0.4
H -3.3831 -4.0411 3.5263 0.2 0.4 -0.4
H -2.4293 -5.3207 4.1690 0.0 -0.3 -0.3
H -2.1139 -4.8858 2.4729 -0.3 0.2 -0.1
H -1.0251 -2.7330 2.0590 0.4 0.4 0.0
H -0.4325 -1.7513 3.5334 0.1 0.3 -0.5
H -2.1878 -1.8841 3.1740 0.1 0.2 -0.3
H -2.6080 -2.6368 5.3696 -0.2 -0.4 -0.1
H -0.9291 -2.6961 5.8479 0.1 0.0 -0.2
H -1.8148 -4.1839 5.9445 -0.4 0.0 -0.2
H -0.0006 -4.8897 3.0547 0.5 0.3 -0.2
H -0.1385 -5.2524 4.6631 0.1 0.6 0.9
H 1.5910 -3.0844 3.1882 -0.3 -0.3 -0.3
H 2.1416 -4.2252 4.4432 -0.2 -0.7 -0.6
H 2.1484 -2.3323 5.3594 -0.1 0.1 0.2
C 4.6799 4.9563 2.7801 -0.4 -1.0 0.1
N 5.6932 4.7698 3.8856 0.4 0.0 -0.6
C 5.9401 3.3245 4.1923 -0.2 0.5 0.0
C 7.0355 5.3055 3.3933 -1.0 0.7 1.1
C 5.2738 5.5240 5.1584 1.3 -0.4 -1.1
C 4.0261 5.0415 5.8220 -1.6 0.3 1.2
O 2.8782 5.1817 5.0066 0.3 -0.1 -1.2
H 4.4783 6.0025 2.5717 0.2 0.0 0.1
H 3.7644 4.4743 3.1127 -0.1 0.3 0.0
H 4.9866 4.4310 1.8762 0.4 0.2 0.0
H 6.3157 2.8690 3.2796 -0.2 -0.2 0.0
H 5.0284 2.8582 4.5572 0.0 -0.1 -0.2
H 6.7075 3.2864 4.9631 0.0 -0.1 0.0
H 7.7655 5.1476 4.1843 0.1 -0.1 -0.1
H 6.8604 6.3763 3.3114 0.4 0.0 -0.5
H 7.3119 4.8255 2.4617 -0.1 0.1 0.0
H 5.2632 6.5778 4.8850 -0.4 0.0 0.0
H 6.1648 5.3768 5.7700 -0.3 0.1 0.6
H 3.8636 5.6792 6.6970 0.5 0.0 0.1
H 4.0501 4.0186 6.2102 0.5 0.0 -0.1
H 2.0484 5.3061 5.4702 0.2 0.1 0.5
C -3.0837 -6.5857 -1.0882 0.2 -0.4 -0.6
N -3.1611 -5.3047 -1.8947 -1.7 -0.6 1.2
C -4.5696 -5.3012 -2.4808 1.5 0.2 -1.1
C -3.0371 -4.1678 -0.9195 0.2 0.3 -0.8
C -2.0783 -5.3523 -2.9460 -0.1 -0.6 0.2
C -2.2927 -4.5066 -4.1661 -0.6 1.0 -1.3
O -2.2519 -3.0978 -3.8832 0.1 -0.2 -0.1
H -3.8662 -6.6356 -0.3351 0.2 0.4 0.2
H -2.0785 -6.6881 -0.6850 -0.1 0.1 0.2
H -3.2807 -7.4247 -1.7555 0.1 0.1 -0.1
H -4.5381 -6.0780 -3.2439 -0.5 -0.3 0.3
H -4.6823 -4.3789 -3.0474 -0.3 0.2 0.4
H -5.3218 -5.4533 -1.7167 0.1 0.0 0.0
H -3.0437 -3.2567 -1.5166 -0.1 0.1 0.2
H -2.0903 -4.2141 -0.3809 0.1 -0.2 -0.1
H -3.8842 -4.2245 -0.2406 0.0 0.1 0.0
H -2.0805 -6.3978 -3.2565 0.3 0.0 -0.1
H -1.1808 -5.1415 -2.3625 0.3 0.1 -0.5
H -3.2129 -4.6980 -4.7339 -0.6 -0.2 1.0
H -1.6840 -4.7324 -5.0472 1.1 -0.3 0.8
H -1.5629 -2.7248 -4.4426 0.0 0.1 0.2
C 4.5938 -3.1588 0.3414 -0.4 -0.2 1.2
N 6.0306 -3.1139 0.7631 0.5 0.5 0.1
C 6.8463 -4.0801 -0.0695 -1.0 -0.3 0.1
C 6.6044 -1.7348 0.5791 -0.9 0.0 0.9
C 6.2184 -3.5464 2.2113 1.0 0.0 -0.3
C 5.9738 -2.5328 3.3255 -0.4 -0.7 0.6
O 4.6511 -2.0157 3.2527 -0.1 0.4 -0.2
H 4.3912 -2.5964 -0.5648 0.4 -0.4 -0.3
H 4.0006 -2.7152 1.1406 0.1 0.1 -0.1
H 4.3092 -4.2086 0.3292 -0.1 0.1 -0.5
H 7.9160 -4.0034 0.1054 0.0 0.5 -0.1
H 6.5383 -3.9065 -1.0970 0.4 -0.1 -0.1
H 6.5547 -5.0826 0.2429 -0.1 0.0 -0.2
H 6.4399 -1.4135 -0.4447 0.7 -0.2 -0.2
H 7.6075 -1.7533 0.9964 0.3 0.1 -0.7
H 6.0419 -1.0373 1.2030 -0.2 -0.2 0.0
H 7.2746 -3.8192 2.1843 0.1 0.1 0.7
H 5.7155 -4.4984 2.3732 -0.5 0.2 -0.2
H 6.7363 -1.7574 3.4364 -0.1 0.1 -0.6
H 6.0228 -3.0853 4.2706 0.4 -0.3 -0.2
H 4.5124 -1.5056 4.0576 -0.1 0.1 -0.1
C -0.3054 5.1482 -3.2558 0.6 0.2 -0.4
N -0.1904 6.3933 -4.1037 -0.7 -1.1 -1.5
C -0.2281 5.9773 -5.5688 0.7 -0.4 0.8
C -1.4053 7.2090 -3.8308 0.4 0.7 0.8
C 1.1088 7.1600 -3.8427 -1.1 -0.2 1.5
C 2.3930 6.4267 -4.1813 0.1 0.3 -0.4
O 2.6218 6.4052 -5.5778 0.0 0.0 -0.3
H 0.5422 4.5046 -3.4828 0.0 0.0 0.1
H -1.2254 4.6498 -3.5524 -0.1 0.1 0.2
H -0.2579 5.3948 -2.1976 -0.1 0.1 0.0
H -1.1857 5.5672 -5.8807 -0.3 0.5 0.3
H 0.4790 5.1535 -5.6348 0.3 0.3 -0.4
H 0.1062 6.8454 -6.1244 -0.2 -0.2 -0.4
H -1.3429 8.1740 -4.3299 0.1 -0.1 -0.1
H -1.4118 7.3513 -2.7502 -0.2 0.3 -0.1
H -2.3192 6.7057 -4.1335 0.2 -0.3 -0.1
H 0.9929 7.3175 -2.7671 0.7 0.2 0.1
H 1.0082 8.1347 -4.3177 0.1 -0.1 -0.3
H 2.4026 5.3959 -3.8275 0.0 0.1 0.2
H 3.2189 6.9508 -3.6957 -0.2 -0.1 0.4
H 3.0819 7.2115 -5.8337 0.1 -0.1 -0.1
Br 2.6679 4.7677 -0.7940 -0.2 -0.4 0.0
Br -2.3716 2.6215 1.2856 0.1 -0.7 0.1
Br 0.9527 -4.0145 0.2354 -0.4 0.2 0.1
```
Forces are in eV/Å.

Output
- gap between HOMO and LUMO (hartree) = 0.24441
- M (g/mol) = 1156.28
- E_tot (hartree) = -10528.8793
- LUMO energy (eV) = -8.50
- net charge = +5

***

Max |F|, record by record: 5.67; 2.64 eV/A